Molecular formula: H9O4S
Method: DFT, ωB97M-V with the def2-TZVPD basis set

Output
Energy relative to the best compared isomer or geometry (same formula, charge and spin) (kJ/mol): 55.4
Total charge: -1
Gap between HOMO and LUMO (eV): 8.06
Electronic energy (hartree): -704.61447

Each line ends with the Löwdin charge.
Element x y z (Å)
1 H 0.737434 -0.970719 -1.234648  -0.003
2 H 0.287158 0.239178 2.400743  0.053
3 H -2.638860 -1.050571 -0.867122  -0.354
4 O 0.688842 -1.789304 0.283852  -0.191
5 H 1.190570 1.449065 -0.865859  0.035
6 H 0.914727 -1.089040 0.884570  -0.043
7 H -0.114252 -0.008927 -1.977536  -0.044
8 O 0.837899 -0.193660 -1.877688  -0.178
9 O 1.222379 0.349966 2.092347  -0.130
10 S -1.869704 -0.169424 -0.186202  0.066
11 H 1.058571 1.220754 1.590274  0.042
12 H -0.046581 1.663826 -0.116571  -0.059
13 H -0.282571 -1.503674 0.021985  -0.086
14 O 0.852013 1.978111 -0.105587  -0.110

Forces on atoms 1 to 6 (eV/Å):
1.0 1.1 -0.6
1.1 -0.4 -0.1
0.1 0.3 0.2
-2.0 -0.8 -1.3
0.0 0.0 0.6
0.5 0.8 0.7

***

Molecular formula: H9S5
Method: DFT, ωB97M-V with the def2-TZVPD basis set

Output
Energy relative to the best compared isomer or geometry (same formula, charge and spin) (kJ/mol): 89.8
Total charge: -1
Gap between HOMO and LUMO (eV): 6.78
Electronic energy (hartree): -1996.32548

Each line ends with the Löwdin charge.
Element x y z (Å)
1 S -2.998144 0.063848 0.227370  0.319
2 H -0.288967 2.137310 -1.677516  -0.268
3 H 0.797585 -0.707357 -1.260299  -0.456
4 H -1.793610 1.107994 -2.390911  -0.248
5 S 1.910063 2.673017 1.035546  0.343
6 H 2.124594 1.366826 1.284996  -0.268
7 H -1.863067 -0.690153 0.263125  -0.379
8 S 0.238339 -0.699399 -0.157602  0.074
9 H 0.768789 -4.088390 1.181817  -0.245
10 H 1.810846 -2.356081 0.873772  -0.311
11 H 1.925120 2.945053 2.507837  -0.142
12 H -3.211708 -0.526682 -1.007232  -0.204
13 S 1.990214 -3.607213 1.427816  0.351
14 S -1.410054 2.381226 -2.308719  0.432

Forces on atoms 1 to 6 (eV/Å):
-0.7 -0.8 -0.9
0.6 -0.5 0.5
1.6 -0.1 -3.3
0.2 -0.2 0.2
0.2 0.3 3.0
-0.2 0.1 -0.3

***

Molecular formula: HI2OP
Method: DFT, ωB97M-V with the def2-TZVPD basis set

Output
Energy relative to the best compared isomer or geometry (same formula, charge and spin) (kJ/mol): 76.4
SMILES: O=PI.I
Gap between HOMO and LUMO (eV): 8.62
Electronic energy (hartree): -1012.59646

Each line ends with the Löwdin charge.
Element x y z (Å)
1 H 2.319692 0.731692 -0.561024  -0.375
2 P -1.783675 -0.701494 0.931105  0.396
3 I 2.791133 -0.721279 -0.910679  0.382
4 I -2.721979 0.711168 -0.871107  0.213
5 O -0.605173 -0.020085 1.411704  -0.616

Cartesian forces, eV/Å:
-0.3 0.8 0.2
-0.9 -0.3 -0.6
0.2 -0.8 -0.2
-0.1 -0.1 0.0
1.1 0.4 0.6

***

Molecular formula: HI5Si2
Method: DFT, ωB97M-V with the def2-TZVPD basis set

Output
Energy relative to the best compared isomer or geometry (same formula, charge and spin) (kJ/mol): 257.0
Gap between HOMO and LUMO (spin up / spin down) (eV): 5.65 / 6.01
Electronic energy (hartree): -2068.14143

Each line ends with the Löwdin charge.
Element x y z (Å)
1 Si 1.578473 -0.704453 -0.044380  -0.783
2 I 2.068376 -3.208549 -0.256087  0.213
3 I -1.785715 1.735447 -2.027973  0.308
4 I 2.320421 0.653858 -2.058187  0.213
5 I -1.761607 1.879539 1.978832  0.215
6 I 2.225116 0.178182 2.183647  0.252
7 Si -1.918706 0.314489 -0.038328  -0.259
8 H -2.726360 -0.848516 0.262478  -0.157

Forces on atoms 1 to 6 (eV/Å):
-1.2 0.0 -0.3
0.0 1.2 0.1
-0.5 -0.5 0.3
0.0 -0.6 0.9
-0.3 -0.9 -1.0
0.1 -0.2 -0.6